Entry 1:
This record from the Open Molecules 2025 dataset describes a molecular structure, C4H11NPS. The level of theory is ωB97M-V with the def2-TZVPD basis set.

Energy relative to the best compared isomer or geometry (same formula, charge and spin)   3.2628 eV
Total charge   +1
Orbital gap   7.733 eV
Multiplicity   1

The geometry in XYZ format:
```
18
Properties=species:S:1:pos:R:3:forces:R:3:mulliken_charge:R:1
C -0.273313 -0.166774 1.401646 -0.1 2.7 -0.5 -0.69
C -1.052255 -1.613964 -0.796238 -0.6 -0.6 -0.1 -0.35
C 1.157987 -0.271265 0.935397 -0.9 -0.9 0.0 -0.68
C 1.702319 0.563858 0.015710 -1.9 -0.7 2.0 0.22
N -2.327366 1.426836 -0.635767 -1.3 -1.4 -3.0 -0.74
P 3.412655 0.371158 -0.259843 1.6 -1.9 0.3 -0.15
S -1.650777 -0.639717 0.303953 0.2 -1.0 -0.4 0.24
H -0.645105 -0.651038 2.273625 0.6 -0.9 1.0 0.47
H -0.456975 0.911506 1.666326 -0.2 -0.8 -0.5 0.36
H -1.622946 -2.190550 -1.518604 -0.7 0.4 0.4 0.31
H -0.030406 -1.802221 -0.934054 1.6 0.3 0.2 0.36
H 1.676056 -1.154493 1.402845 -0.3 1.1 -0.9 0.23
H 1.161322 1.457548 -0.285906 -0.1 -0.2 -0.2 0.38
H -2.473053 2.002271 0.157321 -0.5 1.0 0.3 0.29
H -3.233715 0.970741 -1.006694 1.7 1.3 1.2 0.36
H -1.934132 1.889894 -1.481020 -0.2 0.0 1.3 0.27
H 3.338923 -0.094526 -1.592687 0.0 0.0 -0.1 0.07
H 3.250782 -1.009271 0.353992 1.1 1.5 -1.0 0.06
```
Forces are in eV/Å.

Entry 2:
This record from the Open Molecules 2025 dataset describes 2 unconnected molecules or ions with the total composition C4H11NS. The level of theory is ωB97M-V with the def2-TZVPD basis set.

Energy relative to the best compared isomer or geometry (same formula, charge and spin)   3.5837 eV
Orbital gap   8.380 eV
Multiplicity   1

The geometry in XYZ format:
```
17
Properties=species:S:1:pos:R:3:forces:R:3:mulliken_charge:R:1
C -2.207080 0.469871 -0.169211 -0.6 0.6 1.5 -0.60
C 0.439112 -1.203382 -1.221518 1.0 0.7 -1.0 -0.80
C -1.025440 0.549793 0.805679 1.0 -1.4 -1.3 -0.68
C 0.791065 -0.570111 0.091077 -2.6 2.3 0.9 -0.09
N 1.788777 0.448702 0.176443 0.1 -1.7 1.9 -0.37
S 3.172843 0.342785 1.288785 -1.7 0.2 -1.1 -0.18
H -3.117102 0.012745 0.361773 1.2 0.6 -1.0 0.20
H -2.471466 1.528846 -0.472227 0.1 -1.4 -0.2 0.21
H -1.888672 -0.168142 -0.993595 -0.8 0.3 -0.4 0.20
H -0.613995 -0.992142 -1.427094 0.2 -0.7 -0.1 0.17
H 0.976503 -0.609382 -2.017838 -0.4 -1.0 0.4 0.28
H 0.690778 -2.314129 -1.285663 -0.4 1.5 0.0 0.25
H -0.561491 1.525102 0.775335 0.3 0.0 0.4 0.26
H -1.353903 0.199906 1.788394 0.8 0.1 0.0 0.30
H 0.734413 -1.262759 0.864113 0.5 -0.8 1.5 0.48
H 1.962333 0.784428 -0.721002 1.0 0.9 -1.4 0.23
H 2.683330 1.257865 2.156542 0.2 -0.2 -0.1 0.13
```
Forces are in eV/Å.

Entry 3:
This record from the Open Molecules 2025 dataset describes C4H11NS in the gas phase. The level of theory is ωB97M-V with the def2-TZVPD basis set.

Energy relative to the best compared isomer or geometry (same formula, charge and spin)   1.1717 eV
Orbital gap   9.545 eV
Multiplicity   1

The geometry in XYZ format:
```
17
Properties=species:S:1:pos:R:3:forces:R:3:mulliken_charge:R:1
C 2.231044 1.572592 0.237386 1.6 -1.0 -1.2 -1.18
C 0.927307 0.814162 0.499448 0.2 2.7 -0.4 -0.22
S 0.888017 -0.858063 0.043450 -0.9 -1.4 -0.4 -0.10
H 2.110995 2.645693 0.316445 -0.2 0.2 0.3 0.36
H 2.697059 1.412131 -0.815096 -0.9 -0.1 1.7 0.28
H 2.964762 1.232709 0.988908 0.0 0.3 -0.4 0.31
H 0.191673 1.282986 -0.198980 0.0 -0.1 1.3 0.28
H 0.738074 0.943513 1.585853 -0.6 0.0 -0.8 0.27
C -2.381299 -0.144997 0.721522 0.4 -0.1 0.9 -0.67
C -0.608154 -0.765715 -1.005233 -1.5 -1.0 -0.8 -0.68
N -1.802970 0.027474 -0.588810 1.3 -0.1 0.1 -0.34
H -1.553329 0.016808 1.443172 -0.7 0.6 -0.1 0.18
H -2.719667 -1.147655 1.034429 -0.2 -0.1 -0.6 0.28
H -3.242521 0.564407 0.821632 1.0 -0.5 0.2 0.28
H -0.960438 -1.836885 -1.165174 0.9 0.9 0.1 0.34
H -0.349112 -0.322479 -1.991414 0.1 -0.5 0.6 0.38
H -2.478374 -0.110783 -1.312038 -0.4 0.0 -0.4 0.24
```
Forces are in eV/Å.

We obtain max |F| values of 3.54 3.57 2.72 eV Å⁻¹ for the records listed above, in that order.
We obtain LUMO values of -4.7 0.8 1.0 eV for the records listed above, in that order.
We obtain HOMO energy values of -12.441 -7.592 -8.568 eV for the records listed above, in that order.